i.
This record from the OMol25 dataset describes a cluster of 5 separate species, H10O5 in total. The level of theory is ωB97M-V/def2-TZVPD.

Structure (XYZ):
```
15
H10O5, DFT ωB97M-V/def2-TZVPD
O -1.246 2.201 0.103
H -1.469 1.853 -0.778
H -2.188 2.258 0.467
O -0.455 -0.390 0.713
H -0.800 0.425 0.764
H 0.217 -0.387 0.013
O 2.172 1.945 0.046
H 1.728 1.696 0.863
H 1.943 1.062 -0.561
O 1.778 -1.062 -1.212
H 1.474 -1.130 -2.107
H 2.550 -0.751 -1.500
O -2.251 -2.624 1.172
H -1.771 -3.236 0.651
H -1.687 -1.862 1.363
```

As for the SMILES: O.O.O.O.O. The calculation puts the frontier orbital gap at 10.8 eV. Its lowest unoccupied orbital energy is 0.1 eV.

=====

ii.
This record from the OMol25 dataset describes a cluster of 5 separate species, H10O5 in total. The level of theory is ωB97M-V/def2-TZVPD.

Structure (XYZ):
```
15
H10O5, DFT ωB97M-V/def2-TZVPD
O 0.909 -0.811 -0.622
H 0.260 -1.127 -1.209
H 0.435 -0.907 0.237
O 2.587 -1.020 0.393
H 2.941 -1.596 1.073
H 2.155 -0.448 0.993
O -1.908 0.501 0.708
H -2.390 0.342 1.539
H -2.029 1.412 0.719
O -3.358 -0.279 -0.317
H -3.001 -1.097 -0.482
H -4.187 -0.154 -0.872
O 2.047 1.576 -0.257
H 2.407 2.360 -0.558
H 1.185 1.489 -0.685
```

As for the SMILES: O.O.O.O.O. The calculation puts the frontier orbital gap at 9.7 eV. Its lowest unoccupied orbital energy is 0.5 eV.

=====

Name the most stable of them. i.

=====

i.
This record from the OMol25 dataset describes a cluster of 5 separate species, H10O5 in total. The level of theory is ωB97M-V/def2-TZVPD.

Structure (XYZ):
```
15
H10O5, DFT ωB97M-V/def2-TZVPD
O 8.934 29.901 6.282
H 9.728 29.811 6.730
H 8.258 29.967 6.906
O 7.989 30.468 3.721
H 8.279 30.702 4.585
H 8.562 29.743 3.631
O 9.214 27.021 6.509
H 8.310 26.727 6.667
H 9.103 27.902 6.210
O 11.900 28.578 7.400
H 11.795 27.612 7.178
H 12.182 28.550 8.271
O 6.513 29.863 7.694
H 6.372 29.529 8.549
H 5.646 29.801 7.366
```

As for the SMILES: O.O.O.O.O. The calculation puts the frontier orbital gap at 11.1 eV. Its lowest unoccupied orbital energy is 0.3 eV.

=====

ii.
This record from the OMol25 dataset describes a cluster of 5 separate species, H10O5 in total. The level of theory is ωB97M-V/def2-TZVPD.

Structure (XYZ):
```
15
H10O5, DFT ωB97M-V/def2-TZVPD
O -1.080 -0.990 1.669
H -1.459 -0.263 1.153
H -1.811 -1.768 1.485
O -2.126 1.447 0.364
H -1.381 1.539 -0.349
H -2.027 2.115 1.098
O 0.480 1.271 -0.720
H 0.924 2.150 -0.385
H 0.759 0.616 0.019
O 1.392 -0.839 0.741
H 1.352 -1.372 -0.047
H 0.642 -1.072 1.261
O 1.214 -1.284 -1.996
H 2.213 -1.178 -2.354
H 0.910 -0.372 -1.938
```

As for the SMILES: O.O.O.O.O. The calculation puts the frontier orbital gap at 11.7 eV. Its lowest unoccupied orbital energy is 0.5 eV.

=====

iii.
This record from the OMol25 dataset describes a cluster of 5 separate species, H10O5 in total. The level of theory is ωB97M-V/def2-TZVPD.

Structure (XYZ):
```
15
H10O5, DFT ωB97M-V/def2-TZVPD
O 1.182 2.186 -0.241
H 0.836 2.548 0.569
H 2.075 2.479 -0.125
O -0.434 0.201 -0.732
H -0.667 0.208 0.177
H 0.167 0.925 -0.768
O 1.174 -1.668 0.319
H 0.659 -1.087 -0.214
H 0.983 -1.532 1.233
O -0.988 0.345 2.018
H -0.699 1.242 2.088
H -0.279 -0.209 2.381
O -1.695 -1.942 -2.298
H -1.347 -1.143 -1.935
H -0.966 -2.554 -2.472
```

As for the SMILES: O.O.O.O.O. The calculation puts the frontier orbital gap at 10.2 eV. Its lowest unoccupied orbital energy is -0.3 eV.

=====

iv.
This record from the OMol25 dataset describes a cluster of 5 separate species, H10O5 in total. The level of theory is ωB97M-V/def2-TZVPD.

Structure (XYZ):
```
15
H10O5, DFT ωB97M-V/def2-TZVPD
O 1.720 2.130 0.587
H 2.157 1.633 1.381
H 2.614 2.279 0.113
O 0.113 0.721 -2.910
H -0.145 0.481 -2.008
H 0.072 1.672 -2.847
O -0.320 -1.495 2.145
H -1.203 -1.855 2.106
H -0.501 -0.895 2.753
O -0.049 0.215 -0.088
H -0.163 -0.162 0.686
H 0.631 0.806 -0.050
O -1.428 -2.101 -0.874
H -2.369 -2.069 -0.500
H -1.136 -1.354 -0.495
```

As for the SMILES: O.O.O.O.O. The calculation puts the frontier orbital gap at 10.8 eV. Its lowest unoccupied orbital energy is 0.1 eV.

=====

Name the most stable of them. ii.

=====

i.
This record from the OMol25 dataset describes a cluster of 5 separate species, H10O5 in total. The level of theory is ωB97M-V/def2-TZVPD.

Structure (XYZ):
```
15
H10O5, DFT ωB97M-V/def2-TZVPD
O -1.640 0.040 -1.070
H -1.844 -0.310 -0.156
H -2.494 -0.377 -1.574
O -0.836 -0.019 1.450
H -0.156 -0.669 1.148
H -0.825 -0.241 2.404
O 0.296 -1.804 -0.105
H -0.191 -1.133 -0.733
H 1.251 -1.527 -0.029
O 2.274 0.018 -0.186
H 1.580 0.662 -0.106
H 2.990 0.294 -0.865
O 0.214 1.933 -0.021
H -0.376 1.438 0.667
H -0.245 1.695 -0.824
```

As for the SMILES: O.O.O.O.O. The calculation puts the frontier orbital gap at 11.5 eV. Its lowest unoccupied orbital energy is 0.4 eV.

=====

ii.
This record from the OMol25 dataset describes a cluster of 5 separate species, H10O5 in total. The level of theory is ωB97M-V/def2-TZVPD.

Structure (XYZ):
```
15
H10O5, DFT ωB97M-V/def2-TZVPD
O -1.691 -0.851 -0.597
H -1.075 -1.442 -0.074
H -2.379 -1.443 -1.024
O 0.539 -1.607 0.799
H 0.977 -1.215 0.014
H 1.079 -2.318 1.119
O 1.021 -0.161 -1.434
H 0.040 -0.215 -1.504
H 1.256 0.718 -1.113
O 1.064 2.338 -0.152
H 0.625 1.936 0.664
H 0.382 2.886 -0.648
O -0.469 0.811 1.489
H -0.132 -0.138 1.625
H -1.236 0.702 0.838
```

As for the SMILES: O.O.O.O.O. The calculation puts the frontier orbital gap at 11.4 eV. Its lowest unoccupied orbital energy is 0.4 eV.

=====

Name the most stable of them. ii.

=====

i.
This record from the OMol25 dataset describes a cluster of 5 separate species, H10O5 in total. The level of theory is ωB97M-V/def2-TZVPD.

Structure (XYZ):
```
15
H10O5, DFT ωB97M-V/def2-TZVPD
O 0.621 1.640 -0.450
H 1.350 2.085 -0.880
H 0.243 2.245 0.177
O -1.586 -1.436 -0.475
H -1.880 -1.187 0.442
H -1.750 -2.358 -0.651
O -0.398 1.465 -2.935
H -0.911 0.682 -2.999
H -0.090 1.475 -2.004
O 0.819 -0.953 0.625
H 0.150 -1.511 0.227
H 0.821 -0.136 0.094
O 0.940 -0.316 3.086
H 0.755 -1.118 3.618
H 0.915 -0.575 2.124
```

As for the SMILES: O.O.O.O.O. The calculation puts the frontier orbital gap at 10.5 eV. Its lowest unoccupied orbital energy is 0.2 eV.

=====

ii.
This record from the OMol25 dataset describes a structure of composition H10O5. The level of theory is ωB97M-V/def2-TZVPD.

Structure (XYZ):
```
15
H10O5, DFT ωB97M-V/def2-TZVPD
O 1.903 1.572 -0.721
H 0.712 1.239 -1.785
H 1.401 1.814 0.034
O -0.308 1.011 -1.797
H -0.366 0.731 -0.698
H -0.874 1.763 -2.029
O -0.564 0.176 0.446
H 0.775 -0.385 0.099
O 1.669 -0.710 -0.283
H 2.139 0.344 -0.563
H 2.284 -1.227 0.251
H -1.104 -0.616 0.467
O -2.510 -1.824 2.593
H -1.846 -2.053 1.932
H -3.312 -1.834 2.053
```

The calculation puts the frontier orbital gap at 10.8 eV. Its lowest unoccupied orbital energy is 0.4 eV.

=====

iii.
This record from the OMol25 dataset describes a cluster of 5 separate species, H10O5 in total. The level of theory is ωB97M-V/def2-TZVPD.

Structure (XYZ):
```
15
H10O5, DFT ωB97M-V/def2-TZVPD
O 2.470 -0.312 -0.021
H 1.790 -0.533 0.701
H 2.878 -1.169 -0.068
O 0.248 -0.371 1.487
H -0.334 -0.597 0.731
H -0.121 0.487 1.891
O -1.843 -1.542 -0.101
H -1.623 -2.117 -0.822
H -2.470 -0.908 -0.452
O -1.061 1.942 0.465
H -1.216 1.290 -0.253
H -0.226 2.257 0.344
O 0.185 0.544 -1.105
H 0.472 1.196 -1.740
H 0.853 -0.168 -1.059
```

As for the SMILES: O.O.O.O.O. The calculation puts the frontier orbital gap at 11.2 eV. Its lowest unoccupied orbital energy is 0.4 eV.

=====

iv.
This record from the OMol25 dataset describes a cluster of 5 separate species, H10O5 in total. The level of theory is ωB97M-V/def2-TZVPD.

Structure (XYZ):
```
15
H10O5, DFT ωB97M-V/def2-TZVPD
O 0.085 2.890 -1.720
H 0.802 2.612 -2.290
H 0.074 3.844 -1.798
O 0.406 -1.463 -2.624
H 0.485 -0.978 -1.802
H 0.703 -2.347 -2.411
O 0.647 -0.257 -0.253
H 0.906 0.662 -0.323
H 0.624 -0.429 0.689
O -2.486 -1.413 0.457
H -2.822 -1.079 1.289
H -1.857 -2.090 0.707
O 0.730 0.228 3.042
H 0.139 -0.007 3.757
H 1.566 -0.174 3.279
```

As for the SMILES: O.O.O.O.O. The calculation puts the frontier orbital gap at 10.5 eV. Its lowest unoccupied orbital energy is 0.3 eV.

=====

Name the most stable of them. i.